The following is a quantum chemistry calculation of a cluster of 2 separate species, C5H11N2 in total at a distorted geometry, from the OMol25 dataset.

Its gap between HOMO and LUMO is 9.274 eV. Its HOMO energy is -0.508 Ha. Its spin multiplicity is 1. The value obtained for the energy is -8332.7489 eV. The total charge is +1.

Positions of all 18 atoms, in Å:
1 C -3.8446 -0.1261 -0.2143
2 C 1.3787 1.8315 0.1342
3 C 0.1037 1.2863 -0.4186
4 C 2.3635 -1.4692 -0.4532
5 C 1.1920 -0.9051 0.4395
6 N -2.9904 0.3022 0.6394
7 N 0.8868 0.4667 0.1134
8 H -4.7527 -0.5123 0.0568
9 H -3.5331 0.1226 -1.1897
10 H 2.1681 2.2340 -0.5386
11 H 1.2036 2.3686 1.0906
12 H -1.0164 1.3245 -0.7095
13 H 2.7089 -2.4233 -0.1467
14 H 2.2305 -1.3712 -1.5355
15 H 3.3305 -0.9410 -0.4089
16 H 1.5898 -0.9732 1.4462
17 H 0.3282 -1.5580 0.1559
18 H -3.3471 0.3431 1.5392

Cartesian forces (eV/Å) of the 6 atoms listed first:
3.209 2.005 1.295
-0.414 2.134 0.335
-1.772 -0.484 0.332
0.917 2.196 -0.682
1.197 -1.896 -1.750
0.393 0.334 -2.632